1.
115
Properties=species:S:1:pos:R:3 method="wB97M-V/def2-TZVPD" homo_energy_ev=-7.37 total_charge=0
C -3.20174 7.75964 -0.56508
O -1.76907 7.59311 -0.54023
C -1.23187 6.36773 -0.29919
C -1.96651 5.24831 0.12906
C -1.38687 3.99121 0.21329
C -0.01598 3.77091 -0.10236
C 0.67748 2.47201 -0.10099
N 1.81413 2.40866 -0.92342
C 2.10666 3.04134 -2.16888
C 3.44154 3.29818 -2.56671
C 4.71008 2.80416 -1.84434
C 5.50234 3.95085 -1.22170
C 5.60850 1.95271 -2.74760
C 3.69937 4.07084 -3.71868
C 2.66937 4.47290 -4.57343
C 1.37274 4.03181 -4.28466
C 1.08706 3.26567 -3.13803
C -0.27907 2.57589 -3.09878
C -0.38675 1.42011 -4.08762
C -1.40002 3.58908 -3.28524
N 2.63857 1.42303 -0.53749
N 1.96921 0.73215 0.39254
C 2.64338 -0.36517 0.99434
C 3.86681 -0.17276 1.71465
C 4.60867 1.15610 1.62522
C 6.10386 0.95659 1.73228
C 4.07469 2.28895 2.48132
C 4.35638 -1.27294 2.44907
C 3.57792 -2.42518 2.50828
C 2.45092 -2.61126 1.69669
C 2.12226 -1.64225 0.75596
C 1.33015 -2.03766 -0.50591
C -0.12353 -2.32789 -0.21946
C 2.09348 -3.22969 -1.11490
C 0.63902 1.22849 0.58581
C -0.34928 0.47313 1.20159
C 0.73078 4.95194 -0.46638
C 0.15305 6.19889 -0.53120
H -3.34906 8.68472 -1.11274
H -3.63510 6.96428 -1.16206
H -3.66417 7.74378 0.43265
H -3.01193 5.37833 0.38346
H -1.98995 3.13818 0.50634
H 4.37381 2.14194 -1.04091
H 4.84435 4.55983 -0.58317
H 6.32772 3.55133 -0.60723
H 5.89343 4.60538 -2.01180
H 5.03165 1.12595 -3.18335
H 6.03555 2.56488 -3.55508
H 6.41849 1.52336 -2.14010
H 4.74572 4.36750 -3.92498
H 2.88986 5.10581 -5.45559
H 0.56803 4.24051 -5.00307
H -0.40671 2.13308 -2.10752
H 0.36880 0.65482 -3.88301
H -1.38140 0.96447 -4.07174
H -0.23326 1.76436 -5.11183
H -1.14116 4.53617 -2.81124
H -1.59250 3.79931 -4.34356
H -2.33114 3.23336 -2.82841
H 4.40982 1.42975 0.58887
H 6.42045 0.19399 1.01419
H 6.62973 1.86958 1.45589
H 6.41138 0.67958 2.74454
H 3.02745 2.53056 2.27864
H 4.15265 2.04871 3.54249
H 4.65399 3.19977 2.30129
H 5.31193 -1.24999 2.98621
H 3.84516 -3.24292 3.17016
H 1.80855 -3.49831 1.77163
H 1.34633 -1.17103 -1.19351
H -0.59129 -1.58767 0.44758
H -0.70823 -2.23868 -1.14637
H -0.20555 -3.24955 0.36665
H 3.07822 -2.89556 -1.47046
H 2.22555 -4.02110 -0.35613
H 1.59937 -3.56990 -2.03527
H -0.06801 -0.20047 1.99110
H -1.37261 0.80890 1.01579
H 1.80097 4.87096 -0.70367
H 0.74801 7.07060 -0.76690
F -3.22141 -0.92684 0.56774
C -3.32440 -1.27517 1.99363
F -3.37215 -0.01904 2.66855
F -4.62505 -1.85640 2.16117
S -1.81899 -1.85592 2.42651
N -3.16963 -4.61194 2.60724
S -3.44985 -4.95841 4.10406
C -5.02445 -5.77556 3.97261
C -6.17916 -5.22911 4.53560
C -7.33766 -6.01462 4.56647
C -7.36769 -7.29222 3.97887
C -6.23620 -7.73761 3.27649
C -5.06823 -6.97869 3.26567
O -2.58041 -6.00220 4.57560
O -3.70274 -3.84367 4.96541
S -2.15979 -5.40058 1.67914
C -2.86198 -4.93358 0.04482
C -4.21390 -4.59973 -0.02171
C -4.75329 -4.04635 -1.20163
C -3.92011 -3.71883 -2.27865
C -2.56722 -4.09088 -2.22840
C -2.06307 -4.76642 -1.11012
O -0.79505 -4.92664 1.61230
O -2.39371 -6.80416 1.94478
H -6.15556 -4.18940 4.88350
H -8.20926 -5.58736 5.06318
H -8.28200 -7.89892 4.05674
H -6.25814 -8.65449 2.68544
H -4.24291 -7.29356 2.62801
H -4.82754 -4.71263 0.87539
H -5.82949 -3.81587 -1.22341
H -4.30725 -3.19181 -3.16203
H -1.88650 -3.83741 -3.04394
H -1.01783 -5.12211 -1.09458

=====

2.
118
Properties=species:S:1:pos:R:3 method="wB97M-V/def2-TZVPD" homo_energy_ev="-0.37 / -3.03" total_charge=-2 s_squared=0.76 multiplicity=2
Hg 0.49631 2.93770 -0.87798
C 4.17474 6.56598 2.05294
C 3.24203 5.75760 2.88918
C 3.37244 5.63818 4.27761
C 2.46964 4.90672 4.99658
C 1.41259 4.22982 4.28089
Br 0.34008 2.97195 5.17657
N 1.24241 4.37799 2.97285
C 2.09672 5.20487 2.31345
H 4.75059 5.95128 1.25692
H 4.92845 7.10227 2.73261
H 3.56952 7.33319 1.48223
H 4.16542 6.15570 4.74612
H 2.55306 4.71416 6.10322
H 1.89021 5.37795 1.26508
N -5.05808 0.79283 2.85972
C -4.05182 0.34279 3.63341
N -3.34962 -0.64731 3.09813
C -3.97997 -0.90573 1.84297
C -3.63857 -1.77583 0.81425
C -4.40711 -1.69844 -0.33100
C -5.48794 -0.79365 -0.47859
C -5.81008 0.19167 0.51187
C -5.06813 0.02566 1.65611
H -5.73144 1.49011 3.06874
H -3.92146 0.82128 4.59250
H -2.77198 -2.39977 0.86675
H -4.14329 -2.32353 -1.19515
H -6.07542 -0.75604 -1.38990
H -6.62557 0.90080 0.36780
C 2.23757 -3.58710 -0.39554
C 1.56926 -4.56629 0.63008
C 2.22435 -5.96009 0.50335
C 1.74303 -4.11391 2.05755
Si -0.32766 -4.56742 0.10913
O -0.90940 -3.12785 0.20840
C -1.05523 -5.88350 1.28015
C -1.26816 -7.27274 1.10625
C -1.73617 -8.05462 2.16838
C -2.15392 -7.47385 3.33662
C -2.04325 -6.10847 3.48211
C -1.55111 -5.30959 2.48187
C -0.72542 -5.48158 -1.54842
C 0.07690 -6.10758 -2.52701
C -0.45806 -6.89448 -3.55633
C -1.83382 -7.09259 -3.62337
C -2.65469 -6.35805 -2.76492
C -2.10910 -5.55732 -1.73642
H 3.27180 -3.45120 -0.02170
H 1.80021 -2.58592 -0.44092
H 2.25297 -3.98583 -1.38389
H 1.87849 -6.68962 1.27824
H 3.31713 -5.77614 0.70349
H 2.12530 -6.39834 -0.53738
H 2.74658 -4.36185 2.38315
H 1.11389 -4.75903 2.72554
H 1.42488 -3.07299 2.10868
H -1.01249 -7.82309 0.18063
H -1.88471 -9.11333 2.02144
H -2.66577 -8.14212 4.05645
H -2.31601 -5.61393 4.42384
H -1.43880 -4.22438 2.67828
H 1.14698 -5.88709 -2.58045
H 0.27016 -7.18148 -4.31093
H -2.26727 -7.76759 -4.30261
H -3.73430 -6.23314 -2.89333
H -2.78687 -4.91771 -1.13252
C 2.19639 0.22246 2.97259
N 1.20061 0.38979 1.86583
C -0.24816 0.01505 2.07452
C 1.77601 0.69121 0.69157
O 1.09814 0.69121 -0.37644
H 1.64312 0.34818 3.90639
H 2.94901 1.05473 2.91868
H 2.68774 -0.76441 2.90981
H -0.30924 -0.14560 3.16243
H -0.50633 -0.87768 1.46637
H -0.87228 0.88986 1.81708
H 2.84068 0.99018 0.80576
C -3.71431 6.49684 -3.02068
N -3.04869 5.33570 -2.45036
C -3.88205 4.68436 -1.45671
C -1.81472 4.74438 -2.92598
C -1.95404 3.21558 -2.99000
C -2.98329 2.60721 -3.75905
C -3.10214 1.18605 -3.76694
C -2.35524 0.32922 -2.95212
C -1.33204 0.95983 -2.24043
C -1.17656 2.36900 -2.18547
H -3.68871 7.39810 -2.38265
H -4.76473 6.15995 -3.15847
H -3.19203 6.73798 -3.93317
H -3.57749 3.66356 -1.29955
H -4.92349 4.73153 -1.73177
H -3.72670 5.15301 -0.43572
H -0.89514 4.96884 -2.31249
H -1.73259 5.05875 -4.02656
H -3.64413 3.25012 -4.36799
H -3.85966 0.78068 -4.42474
H -2.62839 -0.73443 -2.95261
H -0.67869 0.30352 -1.65544
F 5.90359 1.25209 0.26592
C 5.97975 1.95525 -0.87485
C 5.27097 3.12114 -0.99825
N 4.97808 3.64076 -2.30840
C 4.24514 4.93202 -2.35316
C 2.83744 4.95017 -1.58463
O 2.68355 5.72926 -0.63243
O 2.05199 4.03530 -2.13635
C 5.45275 3.06010 -3.48816
O 5.20966 3.49024 -4.61103
N 6.39670 2.01745 -3.23205
C 6.62624 1.35052 -2.03089
O 7.50417 0.49333 -1.93228
H 4.70526 3.56479 -0.13273
H 4.09869 5.16903 -3.39608
H 4.81090 5.81176 -1.99507
H 6.61310 1.53361 -4.09908